Entry 1:
Molecular formula: C9H20NSi
Method: DFT, wB97M-V/def2-TZVPD

CARTESIAN COORDINATES (ANGSTROEM)
H: -1.35372 -0.25533 -2.10176
C: 2.41901 -0.12430 -1.86754
H: 1.85993 -2.42428 0.53146
H: -2.39757 -2.65798 0.31557
H: -0.90512 -1.84897 -1.29447
H: -2.07272 1.88111 -1.36365
H: 4.15421 1.38328 0.58176
H: -2.51498 2.81609 0.05571
C: -2.14338 0.74039 0.48091
H: 2.77677 2.43777 0.32840
N: -2.28532 -0.61244 -0.19860
H: 1.87003 -0.95621 -2.29711
C: -1.28696 -0.85313 -1.21418
H: -3.21758 -0.57184 -0.63673
C: -2.64131 1.85400 -0.43658
H: 2.94353 1.55263 1.83777
H: -0.57987 1.69740 1.65861
H: 3.47213 -0.28444 -2.07876
Si: 2.13842 0.02580 0.00197
H: -1.32389 -1.67470 1.32499
H: 2.17962 -1.50579 1.99475
H: -3.69872 1.73180 -0.66466
C: -0.69912 0.97257 0.85935
H: 3.48204 -1.87842 0.88970
H: -2.76821 0.71485 1.38018
C: 3.08905 1.49358 0.76234
C: 0.32143 0.42595 0.27678
H: -3.08988 -1.56496 1.52024
C: 2.43439 -1.59963 0.94150
C: -2.27989 -1.69252 0.80382
H: 2.11769 0.77770 -2.39179

Forces on atoms 1 to 6 (eV/Å):
-0.208 0.126 -0.164
-0.157 0.079 0.708
-0.133 -0.099 -0.150
-0.004 0.117 -0.110
-0.195 -0.381 0.043
0.078 -0.004 -0.034

Summary:
Charge: +1
Total energy, eV: -19016.4006
Kohn-Sham gap (spin up / spin down), hartree: 0.3046 / 0.3147
Multiplicity: 1

Entry 2:
Molecular formula: C36H72O12
Method: DFT, wB97M-V/def2-TZVPD

CARTESIAN COORDINATES (ANGSTROEM)
H: -1.24352 2.65735 0.26177
C: -0.60459 3.09047 1.03136
H: -1.25530 3.00647 4.41924
C: 0.40003 -0.22663 -4.62474
H: 0.18388 2.68586 -4.42275
H: 2.28475 0.99207 -0.48309
H: -1.19304 0.91090 -7.08548
C: -0.14372 0.62050 -7.03378
H: 1.53303 -3.65914 -1.08827
H: 2.59775 -4.39962 5.66667
C: 0.28354 0.60844 5.60127
H: -2.74194 -3.10138 2.59504
C: -4.75113 -2.94984 0.92426
H: -2.91550 -0.57213 2.91943
H: -2.64303 0.45007 4.37777
H: 0.38941 -1.37235 -1.11837
H: -5.55963 -3.57521 1.30288
H: -6.63752 -0.28568 -0.95913
H: -0.15659 -0.33900 5.91231
H: -0.64387 4.02868 5.61855
H: 3.50172 2.99257 -1.74435
H: 3.36303 -2.10121 3.00883
O: 0.91997 3.76248 -0.77335
C: 0.61013 -4.18503 -1.33279
H: 1.42833 4.30751 2.51649
H: -3.31437 -0.01188 -1.29814
C: 0.62592 3.78057 0.44688
H: -6.14226 0.60672 3.08803
H: 1.64272 -1.82725 2.45265
H: -3.91593 1.18422 -2.50780
H: 1.02363 0.65956 -4.74257
H: 1.64277 5.50524 1.33673
C: 0.99166 -5.58250 -1.75874
O: -3.34454 -4.49837 -0.17676
C: -2.34027 -3.52488 1.67449
H: -3.37590 3.19560 -4.97463
H: -0.25293 2.44543 1.83657
C: -0.33358 2.82349 -3.47333
O: -4.70202 -1.26903 -3.46448
O: 2.90943 2.55905 -4.85110
H: 2.65710 4.03461 1.31162
O: 0.69455 -3.46032 4.10430
H: 8.08335 -0.06508 1.34163
O: 0.24425 -1.73288 -6.42538
C: -4.19095 0.41898 -1.78194
H: -0.47603 -0.02618 -4.00793
H: -1.24438 3.84491 1.48916
H: 0.37213 0.50824 4.51951
H: -0.59912 0.15424 -1.17446
H: 7.46668 1.46611 1.65696
H: -7.19340 -0.26743 -2.59787
H: -0.10334 3.88122 -3.34562
C: 5.42774 -0.53695 0.79117
H: 0.00040 -6.50158 -0.15568
H: -4.64933 -2.11828 1.62156
C: 0.64830 -0.07488 0.56063
H: 8.01556 0.38678 3.00054
H: 2.68481 -0.66643 -0.21828
C: -4.00639 1.10817 3.04157
C: 3.29270 2.30760 -2.56607
C: -3.47570 -3.68537 0.74042
C: 2.40436 -2.54917 2.74733
C: -5.05696 -0.64400 -2.44947
H: 1.32220 0.50511 5.91529
H: 4.16822 1.65915 -2.59885
H: -1.85671 1.02251 2.94892
H: -1.89546 3.93712 -5.43221
H: 3.44942 -5.03078 4.34273
H: -4.74163 1.01544 -1.05457
O: 1.38827 -5.83125 -2.88029
H: -2.07542 2.11556 -5.49858
C: -1.81323 2.78129 -3.62295
O: 0.14901 0.21538 1.65004
C: -2.70682 0.43155 3.28980
H: 0.12437 -3.74038 -2.20137
C: 3.04804 3.15755 -3.78331
C: 0.83237 -6.73019 -0.82175
H: 0.48121 1.43506 -6.66763
H: -1.08970 -1.05997 -0.09597
C: 0.03818 -0.54402 -6.07027
H: 2.41656 5.08145 -4.55675
H: 0.19061 0.27904 -8.01344
C: 3.01536 -4.09916 4.70572
O: -0.67380 1.88577 7.17968
H: -1.85546 -4.46285 1.94520
H: -5.36819 -0.40454 4.17531
H: 3.88253 -3.47543 4.92273
H: 2.39456 1.76659 -2.26815
H: 2.70176 -3.17791 1.90809
H: 0.48648 3.19477 4.54622
H: -0.16538 -4.22436 -0.56784
H: 0.02221 2.26980 -2.60446
H: 4.01018 5.11717 -3.76431
O: 5.36586 -0.16513 3.07771
O: -2.52506 2.86872 -2.66151
C: 1.64829 4.42169 1.45504
C: 6.05879 -0.09219 2.06987
H: -6.80290 -1.83584 -1.85356
H: 0.48106 -7.52428 -1.48061
H: 0.85755 -1.06216 -4.09496
C: -0.19217 -0.64380 -0.55349
C: -0.42912 3.08011 5.12641
C: -0.34018 1.90045 6.03901
C: -6.51600 -0.78636 -1.91968
H: -1.63125 -2.81377 1.25057
O: -4.10791 1.90628 2.14281
H: 2.70993 0.45611 1.12649
H: 1.74639 -7.09676 -0.35453
C: 7.45797 0.45602 2.06652
C: 3.01970 4.66233 -3.75135
C: 2.15815 0.17659 0.22899
H: 5.56461 0.21062 0.00982
C: 1.90961 -3.38217 3.83585
C: -2.29729 3.03886 -4.96342
C: -5.29032 0.60348 3.76796
H: 2.57957 4.93240 -2.79143
H: 4.35158 -0.64986 0.92249
H: -5.17725 -2.77046 -0.06284
H: 5.89851 -1.47494 0.49682
H: -5.49519 1.32051 4.56293

Forces on atoms 1 to 6 (eV/Å):
0.377 -0.466 0.059
0.409 1.258 -0.442
-0.006 -0.525 -0.210
-0.816 0.280 -0.311
0.085 -0.902 0.157
-0.380 0.072 0.025

Summary:
Total energy, eV: -63065.9279
Kohn-Sham gap, hartree: 0.3439
Multiplicity: 1
SMILES: CC(C)=O.CC(C)=O.CC(C)=O.CC(C)=O.CC(C)=O.CC(C)=O.CC(C)=O.CC(C)=O.CC(C)=O.CC(C)=O.CC(C)=O.CC(C)=O

Entry 3:
Molecular formula: C20H14MgN7OS4
Method: DFT, wB97M-V/def2-TZVPD

CARTESIAN COORDINATES (ANGSTROEM)
C: 1.60002 -3.72444 -1.56900
O: -2.74709 1.07976 0.51113
C: 3.49731 3.12632 1.19656
C: -3.21450 3.10573 5.83469
C: -3.63874 2.02349 1.09314
H: 2.02192 -4.04809 -2.51043
H: -3.01836 2.88693 1.33215
N: -0.32277 -1.00418 1.99318
S: 2.67012 0.55082 1.02271
C: 0.53600 -2.80747 0.76170
C: -0.99592 0.82517 3.02638
C: 0.70294 -4.17010 0.59863
C: -0.21693 2.81808 2.14149
C: -3.22090 -0.12163 0.09351
C: 1.23801 -4.63540 -0.59327
H: -2.76613 -0.11294 4.85001
C: 1.40887 -2.37214 -1.32059
H: -3.78357 3.70128 6.53771
N: -0.29044 1.53341 2.05648
Mg: 0.17623 0.12386 0.31000
C: -2.65316 0.96143 4.90656
H: -4.41369 2.30455 0.38182
H: -2.23886 4.80921 4.96710
H: 0.40251 -4.84696 1.38888
C: 2.64662 2.19975 0.47398
H: -0.36778 -2.88965 2.81428
C: 1.85467 2.69971 -0.51894
H: 1.68310 -1.61291 -2.04377
H: -4.11756 1.62386 1.98612
C: -1.63272 2.96093 4.04838
C: -2.35394 3.73165 4.95987
N: 1.93561 5.24942 -1.02213
C: -0.08999 -2.24665 1.98299
C: 1.92695 4.11701 -0.80389
N: 0.88371 -1.92577 -0.18854
N: 4.14215 3.85708 1.81272
C: -3.37105 1.71746 5.80829
H: 1.36586 -5.69743 -0.75891
H: 0.35317 3.36196 1.39487
N: -0.78891 3.54923 3.11444
N: -0.99866 -0.46689 3.07686
C: -1.76661 1.57629 4.02198
H: -4.05834 1.23585 6.49181
S: -4.80289 -0.57636 0.36878
S: 0.66440 1.80178 -1.44214
H: -0.64240 4.54437 3.12411
S: -2.02973 -1.01094 -0.74558

Forces on atoms 1 to 6 (eV/Å):
0.025 -0.030 -0.006
0.001 0.006 0.093
-0.190 -0.178 -0.149
-0.048 -0.037 0.035
0.028 -0.063 -0.053
-0.005 0.017 0.009

Summary:
Charge: -1
Total energy, eV: -82236.3090
Kohn-Sham gap, hartree: 0.1983
Multiplicity: 1

Listing relative energy (zero: lowest compared OMol25 entry of this formula, charge and spin) for the structures above in their given order: 2.997, 3.491, 0.146 eV.